Version a
Computed, not measured: C5H11NO2 as an isolated structure, with ωB97M-V with the def2-TZVPD basis set.

2S+1 ... 2
Orbital gap (spin up / spin down) ... 5.2421 / 5.7294 eV
Lowest unoccupied orbital energy (spin up / spin down) ... 2.95 / 2.95 eV
HOMO level (spin up / spin down) ... -2.29 / -2.78 eV
Expectation value of S² ... 0.760
Charge ... -1

Structure (XYZ):
```
19
Properties=species:S:1:pos:R:3:lowdin_spin:R:1
O -0.3958 -1.4155 2.2954 0.0064
C -1.2180 0.4023 -1.3095 0.1784
O -2.3276 0.5739 -1.9083 0.3093
C -0.1242 1.5377 -0.9616 0.1399
C -1.0626 1.1602 0.1175 0.0715
C 2.1452 -0.7962 1.2842 0.0001
C 1.5774 -1.7659 0.4665 0.0041
N 1.1583 1.0599 -0.8159 0.2458
H -0.7307 -0.5747 -1.4431 0.0028
H -0.1869 2.4251 -1.5882 0.0054
H -2.0136 1.6086 0.3301 0.0062
H -0.6369 0.5341 0.8890 0.0108
H 2.3702 -1.0678 2.3098 -0.0001
H 2.6644 0.0611 0.8902 0.0024
H 1.3911 -1.4348 -0.5520 0.0026
H 1.6526 -2.8137 0.7059 -0.0001
H 0.8715 -1.0117 1.1497 0.0001
H -0.9498 -2.1149 2.6624 0.0000
H 1.8630 1.6203 -1.2835 0.0144
```


Version b
Computed, not measured: a 2-piece molecular cluster, C5H11NO2 overall, with ωB97M-V with the def2-TZVPD basis set.

2S+1 ... 2
Orbital gap (spin up / spin down) ... 7.8287 / 7.0494 eV
Lowest unoccupied orbital energy (spin up / spin down) ... 3.71 / 2.93 eV
HOMO level (spin up / spin down) ... -4.12 / -4.12 eV
Expectation value of S² ... 0.754
Charge ... -1

Structure (XYZ):
```
19
Properties=species:S:1:pos:R:3:lowdin_spin:R:1
C 1.9026 0.2434 -0.9991 0.1044
C 0.7498 0.0831 -0.0229 -0.0004
C 0.9279 0.8559 1.3332 0.0035
C 0.3547 -1.4205 0.1835 0.0050
N 2.9296 -0.4861 -0.3169 0.7981
C -2.6925 0.3716 -0.0699 0.0000
O -2.1101 0.4464 1.0304 0.0000
O -2.2590 -0.0388 -1.1790 -0.0001
H 1.7186 -0.1417 -2.0059 0.0238
H 2.1826 1.3332 -1.0192 0.0376
H -0.1910 0.4553 -0.4100 -0.0006
H 1.5234 1.7834 1.1684 0.0003
H 1.4141 0.1184 1.9704 0.0010
H -0.0768 1.0294 1.7082 0.0003
H -0.6735 -1.6387 0.5304 0.0003
H 1.0581 -2.0738 0.7367 0.0022
H 0.0898 -1.9179 -0.7444 -0.0001
H 3.7755 -0.4749 -0.9026 0.0248
H -3.7840 0.6485 -0.0064 0.0000
```


Version c
Computed, not measured: an isolated ion of composition C5H11NO2 and charge -1, with ωB97M-V with the def2-TZVPD basis set.

2S+1 ... 2
Orbital gap (spin up / spin down) ... 3.2866 / 7.1815 eV
Lowest unoccupied orbital energy (spin up / spin down) ... 4.03 / 3.95 eV
HOMO level (spin up / spin down) ... 0.74 / -3.23 eV
Expectation value of S² ... 0.753
Charge ... -1

Structure (XYZ):
```
19
Properties=species:S:1:pos:R:3:lowdin_spin:R:1
C 0.5988 -1.4143 0.5833 0.0052
N 0.4198 -0.0140 0.1701 0.0017
C -0.9719 0.4547 0.1926 0.0648
C -0.8807 2.0244 0.1359 0.0575
O -0.9982 2.4834 -1.2085 0.0302
C -1.7781 -0.0425 -1.0183 0.4045
O -1.1243 -0.5991 -1.9394 0.3209
C 2.1086 -1.6662 0.7243 0.0027
H 0.2394 -1.4695 1.6144 0.0030
H 0.0769 -2.1382 -0.0454 0.0041
H 0.7480 -0.0208 -0.7880 -0.0010
H -1.3371 0.0396 1.1464 0.0261
H 0.1396 2.2828 0.4707 0.0138
H -1.6490 2.6493 0.6098 0.0078
H -0.1720 2.6703 -1.6482 0.0068
H -2.8702 -0.0046 -1.1107 0.0509
H 2.6333 -1.0694 1.4594 0.0008
H 2.2797 -2.7359 0.9057 0.0000
H 2.5374 -1.4299 -0.2543 0.0002
```


Sorted by energy, starting with the most stable: version b, version c, version a.


Version a
Computed, not measured: one molecule with the formula C2H2S2, with ωB97M-V with the def2-TZVPD basis set.

2S+1 ... 1
Orbital gap (spin up / spin down) ... 7.4281 / 7.1393 eV
Lowest unoccupied orbital energy (spin up / spin down) ... -0.40 / -0.45 eV
HOMO level (spin up / spin down) ... -7.83 / -7.59 eV

Structure (XYZ):
```
6
Properties=species:S:1:pos:R:3:mulliken_charge:R:1
C -1.1593 0.2866 -0.0907 0.3290
C 1.0799 0.0990 0.0453 -0.6836
S -1.9134 -1.0868 -0.0424 -0.2202
S -0.0634 1.5265 0.0642 -0.0181
H 1.1130 -0.3500 0.9982 0.3180
H 0.9432 -0.4753 -0.9746 0.2749
```


Version b
Computed, not measured: one molecule with the formula C2H2S2, with ωB97M-V with the def2-TZVPD basis set.

2S+1 ... 1
Orbital gap ... 5.8022 eV
Lowest unoccupied orbital energy ... -2.02 eV
HOMO level ... -7.82 eV

Structure (XYZ):
```
6
Properties=species:S:1:pos:R:3:mulliken_charge:R:1
C 1.6190 -0.2024 0.5478 0.5462
C 0.2891 0.1605 0.3695 -0.5978
S 3.1013 -0.4595 0.8787 -0.2218
S -1.1444 1.3470 1.3325 -0.3220
H 0.1477 0.6864 -0.5728 0.2993
H -0.3693 -0.7108 0.4263 0.2961
```


Sorted by energy, starting with the most stable: version a, version b.


Version a
Computed, not measured: one molecule with the formula C14H10N2OS, with ωB97M-V with the def2-TZVPD basis set.

2S+1 ... 1
Orbital gap ... 7.7441 eV
Lowest unoccupied orbital energy ... -0.13 eV
HOMO level ... -7.87 eV
SMILES ... NC1=C2C(=O)c3ccccc3C3=NSC(=CC1)[C@@H]32

Structure (XYZ):
```
28
Properties=species:S:1:pos:R:3:mulliken_charge:R:1
N -3.1048 0.4074 1.4221 -0.4411
C -2.2792 -0.5520 0.8547 0.0626
C -0.9646 -0.2322 0.5802 -0.6065
C -0.3505 1.1023 0.7441 1.1041
O -0.9359 1.9920 1.3871 -0.8442
C 1.0424 1.3452 0.2305 0.2526
C 1.7196 2.5261 0.5898 -0.6545
C 3.0330 2.7354 0.1284 -0.4988
C 3.6666 1.8015 -0.6983 -0.4872
C 3.0078 0.6337 -1.0469 -0.7390
C 1.6653 0.4333 -0.6344 0.6423
C 0.9504 -0.7671 -1.0298 0.2886
N 1.2456 -1.4348 -2.1054 -0.6735
S 0.1800 -2.7175 -2.3091 -0.0765
C -0.8320 -2.2460 -0.9433 0.0384
C -2.1671 -2.5694 -0.7089 -0.6230
C -2.9025 -1.8765 0.4208 -0.9191
C -0.0835 -1.2809 -0.0754 0.4316
H -2.6155 1.2362 1.8181 0.2791
H -3.9744 0.0711 1.8784 0.2268
H 1.2326 3.2183 1.2538 0.4762
H 3.4970 3.6620 0.3881 0.3991
H 4.6459 1.9646 -1.0713 0.4413
H 3.5481 -0.0814 -1.6587 0.4045
H -2.7212 -3.2416 -1.3850 0.3707
H -3.0283 -2.5648 1.2401 0.3589
H -3.9047 -1.6839 0.0539 0.4279
H 0.4297 -1.8808 0.6763 0.3587
```


Version b
Computed, not measured: one molecule with the formula C14H10N2OS, with ωB97M-V with the def2-TZVPD basis set.

2S+1 ... 1
Orbital gap ... 6.9246 eV
Lowest unoccupied orbital energy ... -1.62 eV
HOMO level ... -8.54 eV
SMILES ... O=C(Cc1cccc2nsnc12)c1ccccc1

Structure (XYZ):
```
28
Properties=species:S:1:pos:R:3:mulliken_charge:R:1
O -0.7983 -0.0412 2.8281 -0.5326
C -0.7350 -0.5709 1.5760 0.4641
C 0.5532 -1.5259 1.2338 -0.6970
C 1.7590 -0.7686 0.3958 0.3858
C 2.2497 -1.3543 -1.0912 -0.4660
C 3.4889 -0.6517 -1.9655 -0.3485
C 4.2736 0.6838 -1.3605 -0.4863
C 3.7453 1.2094 0.1289 0.4194
N 4.4178 2.4120 0.7579 -0.4806
S 3.5491 2.5246 2.3014 0.2012
N 2.3243 1.2725 2.3561 -0.4099
C 2.5331 0.5615 1.0327 0.3747
C -1.9888 -0.2206 0.5801 0.3341
C -1.9317 -0.0611 -1.0507 -0.1754
C -3.2766 0.3419 -1.9304 -0.3920
C -4.7045 0.6043 -1.1623 -0.2809
C -4.8327 0.4254 0.4834 -0.3857
C -3.4678 0.0276 1.3105 -0.3555
H 0.3020 -2.5216 0.6729 0.3513
H 1.0322 -1.8233 2.2861 0.2970
H 1.7039 -2.3184 -1.5072 0.2524
H 3.7862 -1.1263 -3.0132 0.2741
H 5.1441 1.2357 -1.9212 0.3144
H -0.8817 -0.2414 -1.5740 0.2512
H -3.1407 0.4412 -3.1050 0.2731
H -5.6647 0.9249 -1.7772 0.2647
H -5.8679 0.6202 1.0212 0.2891
H -3.5720 -0.0598 2.4935 0.2639
```


Sorted by energy, starting with the most stable: version a, version b.